[1]
Molecular formula: C23H49Br2N4O10P2
Method: DFT, ωB97M-V/def2-TZVPD

Output
**Spin multiplicity**: 1
**Total charge**: -1
**E_LUMO**: 2.2 eV
**Frontier orbital gap**: 7.90 eV

Last column: Löwdin charge in e.
Atoms and positions in Å:
Br: -2.38406 0.42388 -6.93527  0.557
Br: 2.10341 -1.13333 -5.34140  0.490
P: 0.49479 -0.52373 -3.69207  0.541
P: 1.85221 3.24333 -2.41301  0.555
O: 0.12241 0.33159 -0.34103  -0.049
O: 1.67190 0.77870 -3.24814  -0.323
O: 2.31617 1.12581 -1.08560  -0.021
O: 1.79582 3.56454 -3.97708  -0.126
O: -0.55306 0.05427 -2.43185  -0.189
O: 0.36123 0.82543 -7.18320  -0.003
O: 0.16984 -2.59128 -8.57224  0.049
O: 0.84111 3.68322 5.78597  -0.040
O: 3.43746 3.31922 -2.15775  -0.144
O: -0.69886 -2.27903 -6.53002  -0.116
N: -0.89448 -2.51664 5.27143  -0.200
N: 1.09786 4.33969 -1.60582  -0.131
N: -1.08363 2.03663 -1.35838  0.043
N: 0.01335 2.28646 2.79818  -0.042
C: 1.14498 2.42317 3.73014  -0.176
C: -0.07899 1.04408 -1.55789  -0.475
C: -0.82761 -1.78738 -4.13509  -0.244
C: 1.42504 -1.68590 -2.45380  -0.275
C: 1.38388 1.46034 -2.10611  -0.501
C: -1.94961 -3.15686 6.02875  -0.281
C: 1.24406 3.78812 4.42520  -0.424
C: 1.75176 -3.08204 -2.88927  -0.274
C: -0.34444 0.86755 0.86943  -0.202
C: -1.34754 -1.36128 4.51366  -0.246
C: 0.01277 -3.41105 4.57537  -0.247
C: -0.33596 0.84036 -4.83422  -0.260
C: -2.35488 -1.59045 3.38115  -0.085
C: -2.11163 4.17295 -1.93309  -0.084
C: -1.43389 -4.17119 7.03869  -0.096
C: -0.59865 -2.82403 -5.19038  -0.268
C: -0.11660 -3.02768 -7.46754  -0.367
C: -0.57972 -4.39059 3.55279  -0.081
C: 2.69903 4.23360 4.43466  -0.056
C: -0.45527 0.70018 -6.31251  -0.753
C: -1.44159 2.91800 -2.48475  -0.258
C: 0.92776 -4.09718 -2.59525  -0.038
C: 0.39746 2.09151 1.38003  -0.182
H: 2.09635 2.17530 3.27465  0.106
H: -1.41934 1.01773 0.92540  0.112
H: 0.99859 1.71835 4.54536  0.110
H: 0.95923 -5.04261 -3.11373  0.046
H: -1.40249 -3.56191 -5.10953  0.125
H: -2.76590 -0.62975 3.06501  0.068
H: 0.83510 -1.80321 -1.55403  0.084
H: 2.67808 -3.33598 -3.37491  0.072
H: -0.60717 3.20100 -3.10204  0.073
H: -1.48139 -4.87967 3.92519  0.065
H: 2.35989 -1.19537 -2.24295  0.063
H: 1.46309 1.97995 1.24435  0.109
H: -1.40121 4.87876 -1.52707  0.049
H: -3.19404 -2.21611 3.68881  0.064
H: 3.55714 3.46781 -1.21711  0.072
H: -0.48744 3.15749 2.84819  0.085
H: -1.05749 -2.30455 -3.21195  0.083
H: 0.01408 2.94111 0.82787  0.093
H: 0.16330 -3.95972 -1.84539  0.053
H: 3.30821 3.38573 4.73057  0.079
H: 2.86296 5.03066 5.14849  0.074
H: -0.14600 0.10745 1.62223  0.113
H: 0.09570 1.81641 -4.67600  0.073
H: 3.13757 0.90884 -1.53232  0.101
H: -2.75512 3.84581 -1.12028  0.067
H: 0.04478 -4.08643 -7.21940  0.144
H: -0.70258 -3.71681 7.70836  0.078
H: 2.60984 3.23189 -4.37574  0.087
H: -1.34313 0.90471 -4.46237  0.028
H: -0.81861 -3.90504 2.60860  0.056
H: -2.76088 4.60935 -2.68185  0.068
H: 0.78181 -2.80782 4.08785  0.116
H: 3.02175 4.54832 3.44967  0.081
H: -1.78873 -0.65536 5.22460  0.110
H: -1.92677 1.51973 -1.15223  0.130
H: 0.14783 -5.17479 3.33344  0.070
H: 0.55573 -3.99260 5.32565  0.098
H: -2.26277 -4.54242 7.64348  0.069
H: 0.31850 -3.38423 -5.10778  0.064
H: -2.19803 2.42543 -3.09349  0.111
H: -1.88631 -2.03612 2.50496  0.056
H: -0.97339 -5.03441 6.55685  0.062
H: -0.47296 -0.84599 4.10869  0.101
H: 0.39822 3.89778 -1.01527  -0.051
H: -2.48636 -2.37780 6.57685  0.116
H: -1.72779 -1.23356 -4.37530  0.074
H: 0.01301 4.14121 5.91103  0.083
H: -2.69384 -3.64966 5.38188  0.100
H: 0.66519 4.53810 3.89000  0.137

---

[2]
Molecular formula: C23H49BrN3O4P2
Method: DFT, ωB97M-V/def2-TZVPD

Output
**Spin multiplicity**: 1
**SMILES**: CCCCCCCCC[C@]1(P(O)Br)O[C@H](CCCCOC=O)[C@@H](P(C)C)[N@+]1(CCN)NCC
**Total charge**: +1
**E_LUMO**: -2.7 eV
**Frontier orbital gap**: 8.18 eV

Last column: Löwdin charge in e.
Atoms and positions in Å:
Br: -3.07599 -1.10633 -1.19591  0.377
P: -1.92804 0.01466 0.38261  0.703
P: -0.71537 -1.82462 3.91795  0.879
O: 4.70628 3.11351 0.69885  -0.136
O: 3.92750 4.80833 -0.95096  -0.027
O: 0.28965 0.36294 1.69245  -0.225
O: -1.84349 1.68551 -0.21617  -0.372
N: -1.69691 -5.52148 0.98868  -0.029
N: 0.11036 -2.07630 1.04107  -0.192
N: 1.29787 -2.69210 0.61973  -0.036
C: -2.63317 3.46274 -4.71295  -0.218
C: -0.61364 0.81326 -4.36123  -0.198
C: -3.05935 1.91463 -5.04301  -0.204
C: 0.91521 -0.00069 -0.56794  -0.126
C: 2.79782 -0.08046 2.59682  -0.143
C: -0.81615 -4.48989 1.70641  -0.248
C: 1.49616 -4.98832 -0.71502  -0.088
C: 3.90933 3.61307 1.84342  -0.190
C: 2.68552 2.59107 2.24083  -0.151
C: 0.14128 -1.79834 5.63150  -0.303
C: 0.18678 1.06870 -2.94702  -0.200
C: -2.70306 3.88302 -3.12990  -0.261
C: -1.96498 -0.38470 3.85861  -0.329
C: -0.10568 -0.60798 0.60833  -0.437
C: 3.30428 1.38339 3.16419  -0.178
C: 1.17770 -0.27766 2.67022  -0.265
C: -4.18394 3.75368 -2.43882  -0.138
C: -1.06800 -3.02587 0.99908  -0.173
C: 4.11236 3.53396 -0.59091  -0.141
C: 0.54063 -1.81669 2.50508  -0.317
C: -2.23588 0.78733 -4.12546  -0.229
C: 0.48388 -0.34124 -2.09728  -0.211
C: 1.24828 -3.33342 -0.72156  -0.207
H: -4.20308 1.76110 -4.73892  0.111
H: -1.94803 3.29691 -2.44816  0.068
H: -3.38665 4.16856 -5.29248  0.124
H: 2.92386 1.46272 4.27802  0.125
H: -0.26903 1.91645 -2.28195  0.084
H: -5.04641 3.43543 -3.17122  0.079
H: 2.18540 -2.91679 -1.33609  0.136
H: -2.68470 -5.22941 1.25208  0.093
H: 2.00345 -5.21563 -1.76362  0.096
H: -1.44176 -3.27850 -0.10769  0.102
H: 0.87898 0.21973 3.69662  0.138
H: 0.85527 1.18418 -0.43421  0.120
H: 3.14773 -0.21758 1.47840  0.109
H: 4.47709 1.37734 3.12231  0.127
H: -2.37332 5.02788 -3.07298  0.117
H: -2.42191 1.11286 -3.00669  0.054
H: 0.31448 -3.04790 -1.40205  0.125
H: 1.27395 1.45289 -3.25738  0.120
H: -1.24221 -4.45108 2.82094  0.105
H: -4.41978 4.76236 -1.85988  0.084
H: -0.34830 -1.14821 -2.23899  0.067
H: -0.45725 -2.43480 6.42666  0.070
H: -1.42841 0.64813 3.64384  0.051
H: 2.03649 -0.28369 -0.39536  0.109
H: -2.50587 -0.25003 4.91162  0.078
H: 3.49186 4.69574 1.65808  0.138
H: 4.65029 3.69092 2.77416  0.149
H: 0.20430 -0.69978 6.06322  0.059
H: 3.30330 -0.98260 3.19345  0.139
H: -2.83519 -0.54374 3.07834  0.027
H: -1.58990 -5.46231 -0.04744  0.054
H: 0.49205 -5.58832 -0.68035  0.065
H: 1.45450 -0.79213 -2.62876  0.121
H: 1.80592 3.10609 2.83022  0.132
H: 3.79971 2.67636 -1.35100  0.160
H: -2.05443 -2.60241 1.52250  0.128
H: -0.37838 1.69856 -5.12418  0.115
H: -1.16548 2.15159 0.35585  0.071
H: 2.25580 -5.30761 0.11625  0.093
H: -2.96040 1.66917 -6.18292  0.113
H: 1.35747 -2.61018 2.80410  0.157
H: 1.26475 -2.17047 5.51309  0.065
H: 2.27804 2.11650 1.22910  0.104
H: -2.59567 -0.31194 -4.36303  0.104
H: -0.17006 -0.15691 -4.84217  0.113
H: 0.30028 -4.81521 1.80094  0.114
H: 2.13480 -2.10169 0.80069  0.132
H: -1.54220 3.64566 -5.10451  0.103
H: -4.10854 2.91806 -1.59010  0.067

---

| no. | DFT total energy (eV) |
| --- | --- |
| 1 | -209745.4455 |
| 2 | -125906.1842 |